*1*
Entry from OMol25: a structure of composition C5H6O2 (ωB97M-V with the def2-TZVPD basis set).

Each line ends with the Mulliken charge.
Geometry (Å):
C -1.96 -0.65 -0.21  -1.1821
C -0.81 -0.26 0.69  0.5639
O 0.35 -1.16 0.33  -0.3582
C 1.40 -0.38 0.00  0.7366
O 2.49 -0.73 -0.34  -0.4899
C 0.73 0.91 0.21  0.0100
C -0.42 1.24 0.55  -0.5450
H -2.14 -1.73 -0.11  0.3392
H -2.86 -0.10 0.08  0.3502
H -1.73 -0.43 -1.25  0.3090
H -1.00 -0.46 1.74  0.2706
H 3.05 1.60 -0.71  -0.1144
H 2.91 2.27 -1.01  0.1102

Properties
E_HOMO: -10.784 eV
Lowest unoccupied orbital energy: -1.1 eV
Frontier orbital gap: 9.708 eV

*2*
Entry from OMol25: a cluster of 2 separate species, C5H6O2 in total (ωB97M-V with the def2-TZVPD basis set).

Each line ends with the Mulliken charge.
Geometry (Å):
C 0.28 1.48 0.92  -0.9879
C 1.21 0.39 0.37  -0.4924
O -1.63 -1.41 0.98  -0.3925
C -1.97 -1.82 -0.05  0.7684
O -2.35 -2.25 -1.07  -0.3917
C 0.27 -0.73 -1.87  -0.2077
C 0.70 -0.23 -0.86  -0.1225
H -0.68 1.05 1.22  0.2612
H 0.73 1.96 1.79  0.3144
H 0.09 2.24 0.16  0.3061
H 1.35 -0.39 1.13  0.2448
H -0.11 -1.17 -2.76  0.3853
H 2.20 0.81 0.15  0.3145

Properties
E_HOMO: -10.128 eV
SMILES string: C#CCC.O=C=O
Lowest unoccupied orbital energy: 0.7 eV
Frontier orbital gap: 10.852 eV

Here are the energies relative to the best structure, in kcal/mol: *1* 106.0; *2* 0.0.

*1*
Entry from OMol25: the molecule C7H12 (ωB97M-V with the def2-TZVPD basis set).

Each line ends with the Mulliken charge.
Geometry (Å):
C -0.45 -2.48 0.21  -0.9819
C 0.48 -1.39 0.25  -0.1228
C -0.24 -0.16 -0.37  0.3345
C -1.00 -0.35 -1.46  -1.0574
C 0.41 1.24 1.62  -1.0796
C 0.16 1.16 0.29  0.6012
C 0.61 2.34 -0.51  -1.1644
H -1.26 -2.27 -0.58  0.2233
H -1.14 -2.75 1.07  0.2644
H 0.19 -3.57 0.07  0.1978
H 0.79 -1.14 1.35  0.2853
H 1.31 -1.64 -0.44  0.2418
H -1.00 -1.38 -1.90  0.3461
H -1.74 0.38 -1.75  0.3075
H -0.05 0.39 2.16  0.2992
H 0.84 2.07 2.11  0.3736
H 1.70 2.22 -0.78  0.2558
H 0.07 2.20 -1.45  0.3338
H 0.54 3.39 -0.07  0.3418

Properties
E_HOMO: -8.634 eV
SMILES string: C=C(C)C(=C)CC
Lowest unoccupied orbital energy: 0.9 eV
Frontier orbital gap: 9.501 eV

*2*
Entry from OMol25: the molecule C7H12 (ωB97M-V with the def2-TZVPD basis set).

Each line ends with the Mulliken charge.
Geometry (Å):
C 2.78 0.35 -0.66  -1.1797
C 1.28 0.06 -0.81  -0.3176
C 0.66 0.40 0.49  -0.3689
C -0.61 1.18 0.40  -0.5329
C -1.76 0.20 0.71  -0.0480
C -2.01 -0.95 -0.21  -0.4758
C -1.35 -1.19 1.11  -0.5538
H 3.30 0.33 -1.62  0.3622
H 3.23 -0.37 0.03  0.3278
H 2.92 1.35 -0.21  0.3388
H 0.85 0.57 -1.70  0.3517
H 1.15 -1.02 -0.97  0.1905
H -0.27 -1.33 1.17  0.1465
H -0.79 1.68 -0.57  0.3080
H -0.59 1.94 1.19  0.3465
H -2.63 0.65 1.18  0.3943
H -3.04 -1.29 -0.31  0.2647
H -1.44 -1.03 -1.14  0.1666
H -1.89 -1.72 1.89  0.2792

Properties
E_HOMO: -7.999 eV
Lowest unoccupied orbital energy: 0.2 eV
Frontier orbital gap: 8.154 eV

*3*
Entry from OMol25: a cluster of 2 separate species, C7H12 in total (ωB97M-V with the def2-TZVPD basis set).

Each line ends with the Mulliken charge.
Geometry (Å):
C -2.20 -0.32 -0.18  -1.3485
C -0.80 0.11 -0.64  -0.2726
C 0.27 -0.88 -0.29  0.0212
C 1.66 -0.55 -0.92  -0.7379
C 2.02 0.20 0.35  -0.3960
C 0.90 1.13 0.56  -0.6052
C 0.75 -0.27 1.05  -0.5573
H -2.99 0.44 -0.27  0.4121
H -2.24 -0.72 0.84  0.3346
H -2.52 -1.16 -0.83  0.3632
H -0.83 0.55 -1.64  0.3071
H -1.27 1.49 0.94  -0.2564
H -0.01 -1.94 -0.36  0.5736
H 1.66 0.07 -1.83  0.2568
H 2.24 -1.46 -1.07  0.3020
H 3.01 0.24 0.81  0.3721
H -0.98 1.82 1.54  0.2785
H 0.48 2.00 0.07  0.5622
H 0.59 -0.58 2.08  0.3905

Properties
E_HOMO (alpha / beta): -7.906 / -7.751 eV
Lowest unoccupied orbital energy (alpha / beta): 0.7 / 0.5 eV
Frontier orbital gap (alpha / beta): 8.628 / 8.255 eV

Here are the energies relative to the best structure, in kcal/mol: *1* 0.0; *2* 32.5; *3* 97.7.

*1*
Entry from OMol25: the molecule C7H12 (ωB97M-V with the def2-TZVPD basis set).

Each line ends with the Mulliken charge.
Geometry (Å):
C 3.03 0.57 -0.08  -1.2355
C 1.61 0.94 -0.30  -0.3342
C 0.83 -0.30 -0.71  -0.3170
C -0.33 -0.29 -1.52  -0.4077
C -2.59 -0.22 1.70  -1.1416
C -1.88 -0.97 0.54  -0.4308
C -0.77 -0.21 0.09  -0.0357
H 3.43 -0.11 -0.84  0.3195
H 3.15 0.03 0.88  0.2860
H 3.54 1.52 0.11  0.3954
H 1.17 1.55 0.49  0.3748
H 1.61 1.72 -1.10  0.2392
H -0.42 -1.33 -1.77  0.3101
H -0.77 0.46 -2.14  0.3724
H -2.90 0.43 0.88  0.4033
H -2.04 0.42 2.42  0.3038
H -3.57 -0.67 1.64  0.3807
H -1.59 -2.04 0.54  0.3435
H -0.68 0.77 0.57  0.1737

Properties
E_HOMO: -7.202 eV
Lowest unoccupied orbital energy: -0.3 eV
Frontier orbital gap: 6.861 eV

*2*
Entry from OMol25: the molecule C7H12 (ωB97M-V with the def2-TZVPD basis set).

Each line ends with the Mulliken charge.
Geometry (Å):
C -2.12 -0.35 0.84  -1.3132
C -1.36 0.36 -0.28  0.0852
C -0.11 1.18 0.29  -0.9578
C 1.19 0.42 0.24  0.7589
C 1.63 -0.17 1.35  -0.9038
C 1.41 -1.01 -1.78  -0.5759
C 1.54 0.22 -1.14  -0.4979
H -2.71 0.32 1.43  0.3598
H -2.63 -1.25 0.40  0.3557
H -1.40 -0.74 1.55  0.3260
H -1.91 0.90 -1.05  0.3768
H -0.88 -0.47 -0.82  -0.0739
H 0.09 2.22 -0.16  0.3433
H -0.39 1.28 1.40  0.3733
H 1.21 0.03 2.29  0.3513
H 2.31 -1.09 1.33  0.2025
H 2.15 -1.79 -1.65  0.2680
H 0.55 -1.20 -2.46  0.2774
H 1.45 1.15 -1.76  0.2442

Properties
E_HOMO: -7.851 eV
SMILES string: C=CC(=C)CCC
Lowest unoccupied orbital energy: 0.0 eV
Frontier orbital gap: 7.888 eV

*3*
Entry from OMol25: the molecule C7H12 (ωB97M-V with the def2-TZVPD basis set).

Each line ends with the Mulliken charge.
Geometry (Å):
C 1.17 -1.79 0.86  -1.2505
C 0.49 -1.29 -0.41  -0.6475
C -0.37 0.38 -1.73  -0.8936
C -1.50 1.02 -0.99  -0.4292
C -1.18 1.16 0.51  -0.5531
C 0.35 1.15 0.51  -0.9223
C 0.69 0.24 -0.68  0.4278
H 1.01 -2.87 0.96  0.3895
H 2.25 -1.61 0.83  0.3030
H 0.77 -1.32 1.76  0.3044
H 0.87 -1.83 -1.28  0.4036
H -0.58 -1.54 -0.35  0.3192
H -1.50 2.01 -1.48  0.3666
H -2.48 0.59 -1.24  0.3520
H -1.61 2.06 0.96  0.3677
H -1.58 0.30 1.07  0.2385
H 0.79 0.83 1.46  0.3787
H 0.73 2.16 0.31  0.3280
H 1.71 0.37 -1.06  0.5173

Properties
E_HOMO: -8.260 eV
Lowest unoccupied orbital energy: 0.7 eV
Frontier orbital gap: 8.923 eV

Here are the energies relative to the best structure, in kcal/mol: *1* 99.6; *2* 25.0; *3* 0.0.

*1*
Entry from OMol25: the molecule C7H12 (ωB97M-V with the def2-TZVPD basis set).

Each line ends with the Mulliken charge.
Geometry (Å):
C -0.31 0.83 0.15  -0.3492
C 1.57 -0.85 -0.30  -0.4309
C 2.57 0.26 -0.01  -1.2538
C 0.05 -0.62 0.10  0.5303
C -1.83 1.11 0.42  -0.3427
C -0.72 -1.70 0.30  -1.0854
C -2.84 0.81 -0.41  -0.8056
H 0.23 1.31 0.97  0.3564
H -0.05 1.34 -0.78  0.3355
H 1.60 -1.08 -1.37  0.2603
H 1.91 -1.75 0.23  0.3565
H -2.06 1.66 1.33  0.2693
H -0.32 -2.70 0.19  0.2821
H -1.77 -1.62 0.54  0.3592
H 3.59 -0.08 -0.21  0.3758
H 2.39 1.13 -0.64  0.2809
H 2.52 0.58 1.04  0.3125
H -2.66 0.27 -1.34  0.2824
H -3.86 1.11 -0.20  0.2666

Properties
E_HOMO: -9.176 eV
SMILES string: C=CCC(=C)CC
Lowest unoccupied orbital energy: 1.1 eV
Frontier orbital gap: 10.288 eV

*2*
Entry from OMol25: the molecule C7H12 (ωB97M-V with the def2-TZVPD basis set).

Each line ends with the Mulliken charge.
Geometry (Å):
C -1.89 -0.01 0.74  -1.3159
C -1.26 -0.51 -0.53  0.1006
C -0.07 0.08 -1.27  -0.2217
C 0.88 1.15 -0.75  -0.7431
C 1.19 0.77 0.71  -0.6465
C 1.07 -0.76 0.69  -0.9470
C 0.09 -1.19 -0.48  -0.3544
H -2.36 0.97 0.63  0.2615
H -2.65 -0.73 1.07  0.3697
H -1.15 0.05 1.55  0.2674
H -2.01 -0.90 -1.23  0.4129
H -0.15 0.04 -2.36  0.3855
H 1.79 1.02 -1.35  0.3139
H 0.50 2.16 -0.93  0.3533
H 2.21 0.90 1.09  0.3694
H 0.54 1.33 1.41  0.2844
H 0.98 -1.12 1.73  0.3431
H 2.06 -1.09 0.33  0.4201
H 0.23 -2.13 -1.03  0.3468

Properties
E_HOMO: -9.632 eV
SMILES string: C[C@H]1[C@H]2CCC[C@@H]12
Lowest unoccupied orbital energy: 1.1 eV
Frontier orbital gap: 10.768 eV

Here are the energies relative to the best structure, in kcal/mol: *1* 9.1; *2* 0.0.